A structure of composition C18H32F4N2O20P2S4V in a non-equilibrium geometry, computed with ωB97M-V/def2-TZVPD.

Geometry as XYZ:
```
83
Properties=species:S:1:pos:R:3:lowdin_charge:R:1
V -20.84784 13.16261 3.90094 1.03
N -21.31261 11.85999 2.50032 -0.35
S -21.64708 11.93554 0.98612 0.50
O -22.89075 11.41375 0.45575 -0.21
O -20.44920 12.01048 0.15717 -0.26
F -21.94200 13.55420 1.09869 -0.22
S -21.42605 10.13550 2.38397 0.66
O -20.37717 9.48245 1.55498 -0.26
O -22.74381 9.46000 2.50195 -0.24
F -20.81445 9.93622 3.84121 -0.17
N -22.57940 14.15066 4.02264 -0.34
S -23.04746 15.79291 3.72534 0.61
O -23.54685 16.53774 4.82555 -0.21
O -23.45097 16.19421 2.35389 -0.27
F -21.52582 16.32660 3.63297 -0.20
S -24.02452 13.85741 4.51403 0.51
O -25.15960 13.92490 3.59699 -0.24
O -24.27729 13.99836 5.97337 -0.25
F -23.79369 12.26418 4.49874 -0.20
C -21.13794 12.58132 8.22426 0.00
C -20.93267 12.88745 6.79943 -0.25
C -20.10709 14.26234 6.39650 -0.35
O -19.96301 14.44729 5.24706 -0.05
C -19.71579 15.09738 7.46741 -0.01
C -19.99116 14.83823 8.74917 -0.32
C -20.68232 13.50490 9.13150 -0.35
O -20.96435 13.22988 10.35115 -0.02
O -19.74077 15.82932 9.59088 -0.06
O -21.27990 12.26486 5.77878 -0.11
H -21.63954 11.68155 8.54862 0.11
H -19.12201 15.96574 7.22290 0.11
C -17.13194 10.40358 0.69972 -0.04
C -17.20510 9.96315 2.16940 -0.28
O -16.96061 11.03733 2.99520 -0.17
P -17.78759 11.39201 4.34658 0.53
O -19.04165 12.15868 4.14892 -0.25
O -16.72377 12.19619 5.15444 -0.15
C -15.48318 11.60981 5.51390 -0.22
C -14.37488 11.96913 4.43857 -0.06
O -17.93058 9.96867 5.12891 -0.17
C -18.84332 9.91300 6.28666 -0.22
C -18.26736 10.46639 7.59849 -0.05
H -17.37768 9.54665 0.07252 0.08
H -17.83927 11.22140 0.56199 0.06
H -16.13002 10.67566 0.36775 0.07
H -18.19620 9.59468 2.43408 0.09
H -16.56077 9.12246 2.42659 0.12
H -15.06255 12.12280 6.37877 0.12
H -15.54131 10.52213 5.55489 0.12
H -14.35490 12.99352 4.06663 0.06
H -13.38072 11.63870 4.73953 0.07
H -14.61393 11.46387 3.50280 0.05
H -19.78653 10.38860 6.01788 0.08
H -19.23561 8.90258 6.40185 0.12
H -17.54167 9.74313 7.97049 0.07
H -17.76218 11.42242 7.46098 0.07
H -19.04444 10.59875 8.35131 0.08
C -17.94118 17.88359 3.79298 -0.07
C -17.53052 16.48726 3.39412 -0.26
O -17.80823 16.19754 2.01274 -0.17
P -18.68600 14.87085 1.59254 0.60
O -19.76094 14.35998 2.53161 -0.28
O -17.49340 13.76830 1.41601 -0.19
C -16.44194 13.92125 0.45557 -0.23
C -15.18830 14.23567 1.30896 -0.05
O -19.19478 15.09002 0.09030 -0.17
C -20.15302 16.12103 -0.22060 -0.24
C -19.72404 16.76690 -1.54268 -0.06
H -18.92359 18.13350 3.39236 0.08
H -17.93884 18.05821 4.86891 0.09
H -17.32372 18.68748 3.39222 0.07
H -16.46758 16.41144 3.62326 0.11
H -17.98604 15.77987 4.08709 0.11
H -16.33127 13.09215 -0.24331 0.11
H -16.60654 14.77850 -0.19722 0.11
H -15.35242 15.05450 2.00945 0.06
H -14.80929 13.38577 1.87652 0.05
H -14.38553 14.60239 0.66929 0.07
H -21.20006 15.82448 -0.28286 0.12
H -20.16165 16.84499 0.59420 0.11
H -18.75038 17.23561 -1.39982 0.07
H -19.57617 16.04290 -2.34395 0.08
H -20.49377 17.49504 -1.79842 0.08
```

Computed properties:
- Spin multiplicity: 3
- HOMO energy (alpha / beta): -4.76 / -4.79 eV
- Total energy: -161594.1037 eV
- LUMO level (alpha / beta): 0.4 / 0.8 eV
- Net charge: -1